Entry 1:
Below is C2HFFeO2 as an isolated structure, with properties calculated with ωB97M-V/def2-TZVPD.

Computed properties:
**Charge**: +1
**Energy relative to the best compared isomer or geometry (same formula, charge and spin)**: 12.4 kcal/mol
**Multiplicity**: 6
**E_HOMO (alpha / beta)**: -0.482 / -0.587 Eh
**Max |F|**: 4.336 eV Å⁻¹

Each line ends with the Mulliken spin population.
Element x y z (Å)
C1 -0.28438 -0.14271 0.30176  0.068
C2 0.88504 -0.90964 0.63020  0.498
O1 1.86916 -0.81570 1.24795  0.259
Fe1 -0.50238 1.13985 -1.92818  3.759
F1 -0.77003 -0.58070 -1.06029  0.034
H1 -1.15050 -0.22573 0.96733  0.003
O2 -0.04692 1.53462 -0.15876  0.379

***

Entry 2:
Below is C2HFI4 as an isolated structure, with properties calculated with ωB97M-V/def2-TZVPD.

Computed properties:
**Charge**: 0
**Energy relative to the best compared isomer or geometry (same formula, charge and spin)**: 55.8 kcal/mol
**E_HOMO (alpha / beta)**: -0.295 / -0.303 Eh
**Max |F|**: 2.909 eV Å⁻¹

Each line ends with the natural charge from an NBO analysis.
Element x y z (Å)
C1 -1.04381 1.09307 1.17848  -0.105
C2 0.88417 -1.85056 -1.15311  -0.819
F1 -1.32567 1.08155 2.49066  -0.343
I1 0.56090 2.26195 0.52147  0.157
I2 2.88377 -1.67017 -0.67902  0.244
I3 -0.59963 -1.22090 0.25664  0.480
I4 0.60460 -0.95812 -3.05437  0.185
H1 -1.96433 1.26318 0.43925  0.201

***

Entry 3:
Below is C2HFKOP as an isolated structure, with properties calculated with ωB97M-V/def2-TZVPD.

Computed properties:
**Charge**: 0
**Energy relative to the best compared isomer or geometry (same formula, charge and spin)**: 7.5 kcal/mol
**E_HOMO**: -0.224 Eh
**Max |F|**: 1.673 eV Å⁻¹

Each line ends with the natural charge from an NBO analysis.
Element x y z (Å)
O1 0.49076 1.25788 -0.04082  -0.777
C1 -0.17244 0.14284 -0.47099  -0.071
C2 0.26471 -1.11365 -0.53619  0.027
H1 0.10285 -1.80372 -1.36033  0.170
P1 -1.35273 1.46324 -0.52282  0.080
F1 0.91147 -1.65859 0.53686  -0.368
K1 -0.24462 1.71200 2.39428  0.941

***

Entry 4:
Below is C2HFLiO as an isolated structure, with properties calculated with ωB97M-V/def2-TZVPD.

Computed properties:
**Charge**: +1
**Energy relative to the best compared isomer or geometry (same formula, charge and spin)**: 33.2 kcal/mol
**E_HOMO**: -0.570 Eh
**Max |F|**: 3.758 eV Å⁻¹

Each line ends with the natural charge from an NBO analysis.
Element x y z (Å)
H1 -0.22476 -1.23404 0.58866  0.203
C1 0.22461 -0.13528 0.00499  0.365
C2 -1.06518 -0.46973 -0.48695  0.389
O1 1.24650 0.19492 -0.52573  -0.703
F1 -1.99108 0.41948 -0.25499  -0.242
Li1 2.30760 0.41846 -1.78522  0.988

***

Entry 5:
Below is C2HFN2OS as an isolated structure, with properties calculated with ωB97M-V/def2-TZVPD.

Computed properties:
**Charge**: 0
**Energy relative to the best compared isomer or geometry (same formula, charge and spin)**: 39.0 kcal/mol
**E_HOMO**: -0.333 Eh
**Max |F|**: 11.374 eV Å⁻¹

Each line ends with the natural charge from an NBO analysis.
Element x y z (Å)
C1 1.27383 -0.13943 0.48814  0.807
C2 -0.70952 0.04099 -0.21426  0.259
H1 -1.30527 -1.23720 1.41101  0.435
N1 0.63016 -0.99701 1.20052  -0.312
N2 -0.51812 -0.90615 0.62317  -0.389
O1 0.59505 0.40313 -0.48072  -0.419
F1 2.54170 0.47962 0.71184  -0.294
S1 -1.90629 0.47553 -1.14881  -0.088

***

Entry 6:
Below is a 2-piece molecular cluster, C2HFNO4 overall, with properties calculated with ωB97M-V/def2-TZVPD.

Computed properties:
**Charge**: -1
**Energy relative to the best compared isomer or geometry (same formula, charge and spin)**: 4.5 kcal/mol
**E_HOMO**: -0.135 Eh
**Max |F|**: 3.494 eV Å⁻¹

Each line ends with the natural charge from an NBO analysis.
Element x y z (Å)
C1 -0.42870 1.26826 1.30225  1.025
C2 0.22314 -0.68295 0.03340  0.025
N1 0.12992 -0.49280 -1.25975  0.401
O1 -1.08743 0.67666 2.03634  -0.560
O2 -0.94638 -0.76788 -1.79188  -0.568
O3 0.06655 2.11152 0.63771  -0.558
O4 1.02501 0.05977 -1.89202  -0.533
F1 1.57119 -0.71889 0.59000  -0.398
H1 -0.55331 -1.45368 0.34393  0.165

***

Entry 7:
Below is a 2-piece molecular cluster, C2HIN2O2 overall, with properties calculated with ωB97M-V/def2-TZVPD.

Computed properties:
**Charge**: 0
**Energy relative to the best compared isomer or geometry (same formula, charge and spin)**: 128.5 kcal/mol
**E_HOMO (alpha / beta)**: -0.372 / -0.398 Eh
**Max |F|**: 1.931 eV Å⁻¹

Each line ends with the natural charge from an NBO analysis.
Element x y z (Å)
C1 -0.65071 0.74947 -1.17307  0.154
C2 0.13106 -0.14738 -0.47148  -0.100
N1 -1.30192 1.48168 -1.77824  -0.174
N2 0.89304 0.24421 0.65381  0.449
O1 0.80483 1.40952 0.98430  -0.341
O2 1.57267 -0.60287 1.19359  -0.365
I1 0.38866 -2.09145 -1.10396  0.371
H1 -1.83764 -1.04319 1.69505  0.006

***

Entry 8:
Below is C2HIN2O2 as an isolated structure, with properties calculated with ωB97M-V/def2-TZVPD.

Computed properties:
**Charge**: 0
**Energy relative to the best compared isomer or geometry (same formula, charge and spin)**: 30.0 kcal/mol
**E_HOMO (alpha / beta)**: -0.351 / -0.351 Eh
**Max |F|**: 3.744 eV Å⁻¹

Each line ends with the natural charge from an NBO analysis.
Element x y z (Å)
C1 2.34861 0.29174 0.60210  -0.073
C2 1.88714 2.16735 0.16768  0.913
N1 1.72874 0.03620 1.59687  -0.052
N2 1.11100 0.54592 2.50467  -0.291
O1 2.62816 2.49270 -0.67334  -0.576
O2 1.05137 2.41399 0.92075  -0.567
I1 3.92857 -0.56176 -0.46678  0.275
H1 0.11751 0.60154 2.43825  0.369

***

Entry 9:
Below is an isolated ion of composition C2HIN5O and charge -1, with properties calculated with ωB97M-V/def2-TZVPD.

Computed properties:
**SMILES string**: O=NN1N=N[N-]/C1=C\I
**Charge**: -1
**Energy relative to the best compared isomer or geometry (same formula, charge and spin)**: 34.4 kcal/mol
**E_HOMO (alpha / beta)**: -0.124 / -0.124 Eh
**Max |F|**: 1.990 eV Å⁻¹

Each line ends with the natural charge from an NBO analysis.
Element x y z (Å)
O1 -3.77741 -0.75734 -0.26241  -0.394
N1 -2.63471 -0.27846 -0.24593  0.213
N2 -1.63590 -1.19775 -0.18970  -0.138
N3 -1.93263 -2.54834 -0.10990  -0.194
N4 -0.85568 -3.20180 -0.01918  -0.021
N5 0.21282 -2.45739 -0.03260  -0.433
C1 -0.16530 -1.16618 -0.14757  0.237
C2 0.76113 -0.17430 -0.24708  -0.561
I1 2.80825 -0.46150 -0.00264  0.082
H1 0.46406 0.86228 -0.28984  0.210

***

Entry 10:
Below is a 2-piece molecular cluster, C2HN3O2 overall, with properties calculated with ωB97M-V/def2-TZVPD.

Computed properties:
**SMILES string**: N#CN=O.N=C=O
**Charge**: 0
**Energy relative to the best compared isomer or geometry (same formula, charge and spin)**: 115.2 kcal/mol
**E_HOMO (alpha / beta)**: -0.376 / -0.376 Eh
**Max |F|**: 4.007 eV Å⁻¹

Each line ends with the natural charge from an NBO analysis.
Element x y z (Å)
N1 1.88569 -1.04175 -2.01422  -0.212
C1 1.23168 -0.13679 -1.69524  0.297
N2 0.28960 0.74388 -1.61392  0.078
O1 0.16127 1.78029 -1.01153  -0.165
N3 -1.44695 0.06806 1.72274  -0.766
C2 -0.44448 -0.46803 1.37972  0.860
O2 0.55314 -0.83451 0.92720  -0.525
H1 -2.22995 -0.11114 2.30526  0.433

***

Entry 11:
Below is one molecule with the formula C2HN3O3, with properties calculated with ωB97M-V/def2-TZVPD.

Computed properties:
**SMILES string**: O=[N+]([O-])c1ncon1
**Charge**: 0
**Energy relative to the best compared isomer or geometry (same formula, charge and spin)**: 139.4 kcal/mol
**E_HOMO**: -0.436 Eh
**Max |F|**: 2.688 eV Å⁻¹

Each line ends with the natural charge from an NBO analysis.
Element x y z (Å)
O1 -2.21495 1.00002 0.07896  -0.341
N1 -1.76343 -0.14240 -0.01668  0.504
O2 -2.32947 -1.18791 -0.00831  -0.304
C1 -0.32997 -0.14549 -0.03833  0.325
N2 0.41443 0.97840 -0.04799  -0.442
C2 1.61641 0.51551 0.01840  0.361
O3 1.68300 -0.83588 0.06584  -0.256
N3 0.35882 -1.25955 0.00619  -0.070
H1 2.56515 1.07730 -0.05807  0.222

***

Entry 12:
Below is a 2-piece molecular cluster, C2HN4S overall, with properties calculated with ωB97M-V/def2-TZVPD.

Computed properties:
**Charge**: -1
**Energy relative to the best compared isomer or geometry (same formula, charge and spin)**: 48.4 kcal/mol
**E_HOMO (alpha / beta)**: -0.119 / -0.119 Eh
**Max |F|**: 4.796 eV Å⁻¹

Each line ends with the natural charge from an NBO analysis.
Element x y z (Å)
C1 -0.23400 -1.84916 1.09832  0.215
C2 0.24541 -0.50699 1.07525  -0.322
N1 0.34146 0.54034 -1.87714  -0.609
N2 -0.42479 -2.99010 1.40191  -0.284
N3 -0.07352 1.60968 -2.08736  0.178
N4 -0.44741 2.68267 -2.30829  -0.501
S1 0.26773 0.44434 2.54626  0.018
H1 0.32513 0.06922 0.15105  0.305

***

Entry 13:
Below is a 2-piece molecular cluster, C2HN4S overall, with properties calculated with ωB97M-V/def2-TZVPD.

Computed properties:
**Charge**: -1
**Energy relative to the best compared isomer or geometry (same formula, charge and spin)**: 92.1 kcal/mol
**E_HOMO (alpha / beta)**: -0.159 / -0.159 Eh
**Max |F|**: 4.562 eV Å⁻¹

Each line ends with the natural charge from an NBO analysis.
Element x y z (Å)
C1 0.41172 -0.09584 -0.00629  0.402
C2 -1.90069 0.25114 -0.53177  -0.403
N1 0.73023 -1.19881 0.72242  -0.433
N2 1.32383 0.73033 -0.35399  -0.448
N3 2.04445 -0.97780 0.83450  -0.151
N4 2.42252 0.14576 0.21296  -0.182
S1 -2.71274 0.75736 0.68305  0.043
H1 -2.31932 0.38786 -1.56087  0.173

***

Entry 14:
Below is a 2-piece molecular cluster, C2HN4S overall, with properties calculated with ωB97M-V/def2-TZVPD.

Computed properties:
**Charge**: +1
**Energy relative to the best compared isomer or geometry (same formula, charge and spin)**: 83.8 kcal/mol
**E_HOMO (alpha / beta)**: -0.625 / -0.603 Eh
**Max |F|**: 3.083 eV Å⁻¹

Each line ends with the natural charge from an NBO analysis.
Element x y z (Å)
C1 0.51213 0.67605 0.09578  -0.232
C2 1.30063 1.69652 -0.23120  0.101
N1 -3.04289 2.20710 0.19003  0.134
N2 1.49009 -0.21663 0.50456  0.181
N3 2.70910 -0.01099 0.39902  -0.228
N4 -2.02078 1.84972 0.19458  -0.088
S1 3.09558 1.46752 -0.21240  0.790
H1 -0.63098 0.67212 0.24393  0.341

***

Entry 15:
Below is one molecule with the formula C2HN5, with properties calculated with ωB97M-V/def2-TZVPD.

Computed properties:
**Charge**: 0
**Energy relative to the best compared isomer or geometry (same formula, charge and spin)**: 101.4 kcal/mol
**E_HOMO**: -0.359 Eh
**Max |F|**: 3.618 eV Å⁻¹

Each line ends with the natural charge from an NBO analysis.
Element x y z (Å)
C1 2.04349 -1.24236 -0.68028  -0.212
C2 1.04133 -0.67367 -0.34869  0.119
N1 -1.05716 0.04822 -0.67244  0.078
N2 -2.00929 0.90409 -0.11548  -0.227
N3 -0.08143 -0.15924 0.04844  -0.282
N4 -1.73776 1.23090 1.02171  0.221
N5 -1.11403 1.46714 1.92272  0.062
H1 2.91485 -1.57509 -1.17598  0.241

***

Entry 16:
Below is one molecule with the formula C2HN5O, with properties calculated with ωB97M-V/def2-TZVPD.

Computed properties:
**SMILES string**: O=c1ncnnnn1
**Charge**: 0
**Energy relative to the best compared isomer or geometry (same formula, charge and spin)**: 68.4 kcal/mol
**E_HOMO**: -0.366 Eh
**Max |F|**: 3.021 eV Å⁻¹

Each line ends with the natural charge from an NBO analysis.
Element x y z (Å)
O1 -0.03903 -0.17610 2.35755  -0.458
C1 0.23065 -0.29655 1.21819  0.715
N1 0.09317 -1.32695 0.20088  -0.432
C2 -0.35649 -0.82991 -0.93625  0.234
N2 -0.88869 0.40022 -1.01345  -0.194
N3 -0.47100 1.47337 -0.49939  0.052
N4 0.83195 1.55230 -0.17402  0.012
N5 1.23094 0.66758 0.63114  -0.154
H1 -0.63149 -1.46397 -1.78465  0.226

***

Entry 17:
Below is C2HN5S as an isolated structure, with properties calculated with ωB97M-V/def2-TZVPD.

Computed properties:
**Charge**: 0
**Energy relative to the best compared isomer or geometry (same formula, charge and spin)**: 73.3 kcal/mol
**E_HOMO (alpha / beta)**: -0.325 / -0.322 Eh
**Max |F|**: 7.169 eV Å⁻¹

Each line ends with the natural charge from an NBO analysis.
Element x y z (Å)
C1 1.88456 0.33875 0.23061  0.378
C2 -1.59134 -0.13643 0.08131  0.072
N1 2.95952 -0.03540 0.29131  -0.193
N2 -1.35696 1.12239 -0.00283  -0.198
N3 -0.21110 1.46772 -0.23567  -0.043
N4 0.64934 0.43871 -0.19422  -0.123
N5 -0.24275 -0.59874 -0.12348  -0.283
S1 0.47521 -1.91027 -0.37258  0.115
H1 -2.56647 -0.68673 0.32555  0.275

***

Entry 18:
Below is one molecule with the formula C2HNO, with properties calculated with ωB97M-V/def2-TZVPD.

Computed properties:
**SMILES string**: N#CC=O
**Charge**: 0
**Energy relative to the best compared isomer or geometry (same formula, charge and spin)**: 16.3 kcal/mol
**E_HOMO**: -0.420 Eh
**Max |F|**: 2.068 eV Å⁻¹

Each line ends with the natural charge from an NBO analysis.
Element x y z (Å)
N1 1.96759 -0.15273 -0.40365  -0.238
C1 0.88177 0.00716 -0.03678  0.163
C2 -0.55664 0.08320 0.21477  0.310
O1 -1.06392 -0.87714 -0.28569  -0.424
H1 -1.22881 0.93952 0.51134  0.188

***

Entry 19:
Below is a 2-piece molecular cluster, C2HNO2 overall, with properties calculated with ωB97M-V/def2-TZVPD.

Computed properties:
**Charge**: 0
**Energy relative to the best compared isomer or geometry (same formula, charge and spin)**: 35.7 kcal/mol
**E_HOMO**: -0.419 Eh
**Max |F|**: 3.037 eV Å⁻¹

Each line ends with the natural charge from an NBO analysis.
Element x y z (Å)
C1 0.56637 -1.35250 0.11270  0.554
C2 2.56892 0.65903 0.05509  0.468
N1 1.58462 -1.80631 -0.07811  -0.421
O1 3.65536 0.51767 -0.06234  -0.478
O2 -0.46899 -0.60030 0.29062  -0.645
H1 -0.50124 0.01059 -0.49609  0.522

***

Entry 20:
Below is C2HNO2S as an isolated structure, with properties calculated with ωB97M-V/def2-TZVPD.

Computed properties:
**Charge**: 0
**Energy relative to the best compared isomer or geometry (same formula, charge and spin)**: 61.4 kcal/mol
**E_HOMO**: -0.370 Eh
**Max |F|**: 5.604 eV Å⁻¹

Each line ends with the natural charge from an NBO analysis.
Element x y z (Å)
C1 -1.02209 0.27998 -0.61907  -0.154
C2 0.83342 -0.34288 0.89717  0.905
N1 -0.95321 0.12121 0.60974  -0.437
O1 1.27499 -0.54370 1.98358  -0.509
O2 1.35586 -0.19829 -0.24597  -0.606
S1 0.45049 0.19106 -1.58589  0.584
H1 -1.93945 0.49262 -1.03956  0.216